1.
Computed, not measured: a structure of composition C47H46BClNO2P2RuSSi in a non-equilibrium geometry, with wB97M-V/def2-TZVPD.

Cartesian coordinates (Å):
Ru (-0.08, -1.27, -0.84)
C (-6.00, 4.46, -0.72)
S (-5.14, 4.69, 0.86)
C (-3.43, 4.58, 0.28)
C (-3.05, 3.20, -0.22)
C (-1.53, 3.03, -0.34)
N (-1.08, 1.64, -0.40)
P (-0.79, 0.62, 0.94)
C (-2.01, 1.15, 2.16)
C (-3.17, 0.39, 2.28)
C (-4.19, 0.78, 3.14)
C (-4.03, 1.93, 3.91)
C (-2.87, 2.68, 3.81)
C (-1.86, 2.30, 2.94)
C (0.79, 1.24, 1.63)
C (1.09, 1.06, 2.98)
C (2.35, 1.38, 3.47)
C (3.32, 1.87, 2.61)
C (3.04, 2.02, 1.26)
C (1.78, 1.70, 0.77)
P (-0.82, 0.77, -1.81)
C (0.46, 1.62, -2.79)
C (1.68, 0.96, -2.88)
C (2.76, 1.54, -3.54)
C (2.62, 2.79, -4.12)
C (1.41, 3.47, -4.03)
C (0.33, 2.89, -3.37)
C (-2.39, 0.95, -2.72)
C (-3.51, 0.39, -2.10)
C (-4.69, 0.22, -2.80)
C (-4.78, 0.61, -4.14)
C (-3.68, 1.18, -4.75)
C (-2.48, 1.33, -4.06)
H (-7.05, 4.66, -0.54)
H (-5.89, 3.44, -1.08)
H (-5.61, 5.16, -1.46)
H (-2.83, 4.85, 1.16)
H (-3.28, 5.35, -0.48)
H (-3.50, 3.01, -1.20)
H (-3.44, 2.45, 0.47)
H (-1.03, 3.52, 0.51)
H (-1.18, 3.54, -1.24)
H (-3.27, -0.51, 1.68)
H (-5.09, 0.19, 3.22)
H (-4.82, 2.23, 4.58)
H (-2.75, 3.57, 4.41)
H (-0.97, 2.90, 2.85)
H (0.34, 0.65, 3.66)
H (2.57, 1.23, 4.52)
H (4.30, 2.12, 2.99)
H (3.79, 2.38, 0.57)
H (1.57, 1.81, -0.29)
H (1.78, -0.02, -2.43)
H (3.70, 1.01, -3.60)
H (3.45, 3.24, -4.65)
H (1.30, 4.45, -4.47)
H (-0.60, 3.43, -3.30)
H (-3.45, 0.09, -1.06)
H (-5.55, -0.24, -2.32)
H (-5.69, 0.46, -4.69)
H (-3.74, 1.49, -5.79)
H (-1.62, 1.74, -4.56)
C (5.76, -0.89, -2.33)
C (5.24, -1.85, -3.19)
C (4.02, -2.46, -2.91)
C (3.29, -2.11, -1.77)
C (3.83, -1.14, -0.91)
C (5.05, -0.54, -1.19)
Si (1.59, -2.89, -1.46)
C (1.77, -4.23, -0.12)
C (0.67, -5.02, 0.24)
C (0.76, -5.98, 1.23)
C (1.96, -6.18, 1.90)
C (3.07, -5.42, 1.55)
C (2.97, -4.46, 0.55)
H (6.70, -0.41, -2.56)
H (5.79, -2.13, -4.08)
H (3.64, -3.21, -3.59)
H (3.28, -0.86, -0.02)
H (5.45, 0.20, -0.51)
H (1.32, -3.72, -2.68)
H (-0.29, -4.86, -0.26)
H (-0.11, -6.57, 1.49)
H (2.03, -6.92, 2.69)
H (4.01, -5.58, 2.07)
H (3.85, -3.87, 0.30)
O (2.01, -1.73, 1.66)
B (0.72, -1.74, 1.10)
O (-0.17, -2.29, 2.07)
C (0.59, -2.62, 3.16)
C (0.20, -3.19, 4.35)
C (1.21, -3.42, 5.29)
C (2.53, -3.08, 5.04)
C (2.91, -2.50, 3.83)
C (1.91, -2.28, 2.91)
H (-0.83, -3.46, 4.53)
H (0.95, -3.88, 6.24)
H (3.28, -3.28, 5.79)
H (3.94, -2.23, 3.62)
Cl (-2.27, -2.62, -0.86)
C (-1.27, -2.21, -2.30)
H (-1.89, -1.61, -2.97)
H (-0.96, -3.14, -2.75)

Its spin multiplicity is 2. As for the HOMO energy (spin up / spin down): -7.150 / -7.182 eV. As for the frontier orbital gap (spin up / spin down): 7.04 / 7.18 eV. Its charge is 0. The energy above the lowest of the compared OMol25 structures with the same formula, charge and spin is 0.0 kcal per mole.

Results of the Löwdin charge analysis, in e, for atoms 1 through 99: Ru 0.50; C -0.41; S 0.79; C -0.51; C -0.25; C -0.22; N -0.44; P 1.03; C -0.34; C -0.09; C -0.07; C -0.07; C -0.07; C -0.09; C -0.35; C -0.10; C -0.07; C -0.07; C -0.07; C -0.08; P 0.91; C -0.33; C -0.10; C -0.05; C -0.07; C -0.08; C -0.11; C -0.34; C -0.14; C -0.07; C -0.08; C -0.07; C -0.07; H 0.03; H 0.02; H 0.04; H 0.07; H 0.08; H 0.10; H 0.09; H 0.11; H 0.10; H 0.10; H 0.11; H 0.11; H 0.11; H 0.11; H 0.12; H 0.11; H 0.10; H 0.11; H 0.09; H 0.05; H 0.10; H 0.11; H 0.10; H 0.10; H 0.08; H 0.11; H 0.10; H 0.10; H 0.09; C -0.11; C -0.10; C -0.11; C -0.33; C -0.11; C -0.09; Si 0.64; C -0.33; C -0.12; C -0.09; C -0.10; C -0.09; C -0.10; H 0.10; H 0.10; H 0.09; H 0.08; H 0.10; H -0.02; H 0.08; H 0.10; H 0.10; H 0.10; H 0.10; O 0.08; B -0.71; O 0.08; C -0.22; C 0.01; C -0.09; C -0.09; C 0.00; C -0.23; H 0.12; H 0.10; H 0.10; H 0.12

2.
Computed, not measured: a structure of composition C21H41As3N3O5S2Ti in a non-equilibrium geometry, with wB97M-V/def2-TZVPD.

Cartesian coordinates (Å):
Ti (-0.38, -0.67, -1.16)
O (3.60, -0.88, -2.61)
C (2.48, -1.41, -2.24)
O (1.66, -0.77, -1.55)
C (2.35, -2.83, -2.74)
O (1.48, -3.60, -1.96)
C (0.21, -3.97, -2.50)
C (-0.58, -2.73, -2.19)
O (-1.11, -2.55, -1.04)
O (-0.46, -1.68, -2.91)
H (3.66, 0.05, -2.33)
H (3.34, -3.28, -2.69)
H (2.06, -2.78, -3.80)
H (-0.15, -4.82, -1.93)
H (0.24, -4.19, -3.56)
C (1.55, 2.67, -1.07)
As (0.34, 1.59, -0.03)
C (-1.12, 2.83, 0.21)
C (1.35, 1.61, 1.63)
C (0.86, 0.78, 2.82)
C (1.61, 1.28, 4.06)
C (1.23, -0.69, 2.60)
As (0.35, -1.68, 1.19)
C (-1.19, -2.48, 2.02)
C (1.53, -3.19, 1.06)
C (-0.66, 0.98, 2.96)
As (-1.91, 0.28, 4.34)
C (-0.92, -1.03, 5.41)
C (-1.80, 1.77, 5.58)
H (1.91, 3.46, -0.40)
H (1.03, 3.11, -1.91)
H (2.40, 2.09, -1.42)
H (-0.71, 3.71, 0.70)
H (-1.92, 2.41, 0.80)
H (-1.50, 3.10, -0.78)
H (1.36, 2.67, 1.89)
H (2.38, 1.34, 1.36)
H (2.69, 1.24, 3.90)
H (1.38, 0.68, 4.94)
H (1.34, 2.32, 4.28)
H (1.01, -1.29, 3.48)
H (2.30, -0.78, 2.40)
H (-0.80, -3.24, 2.70)
H (-1.83, -2.94, 1.28)
H (-1.76, -1.75, 2.60)
H (1.74, -3.45, 2.10)
H (2.46, -2.94, 0.55)
H (1.05, -4.01, 0.55)
H (-1.11, 0.65, 2.02)
H (-0.86, 2.05, 3.00)
H (-0.65, -1.91, 4.84)
H (-1.63, -1.35, 6.18)
H (-0.05, -0.61, 5.91)
H (-2.24, 2.66, 5.12)
H (-0.78, 1.97, 5.89)
H (-2.40, 1.52, 6.46)
S (-0.84, 1.24, -3.01)
C (0.21, 1.58, -4.31)
N (-0.17, 2.36, -5.29)
C (0.73, 2.53, -6.44)
C (2.11, 2.04, -5.99)
S (1.80, 0.96, -4.55)
H (-1.10, 2.76, -5.28)
H (0.75, 3.58, -6.73)
H (0.34, 1.95, -7.28)
H (2.76, 2.86, -5.68)
H (2.60, 1.46, -6.77)
N (-3.02, -0.24, 0.46)
C (-4.33, -0.38, 0.25)
C (-4.54, -0.39, -1.12)
C (-3.29, -0.22, -1.67)
N (-2.34, -0.12, -0.71)
H (-2.56, -0.17, 1.36)
H (-5.02, -0.46, 1.08)
H (-5.49, -0.49, -1.63)
H (-3.02, -0.17, -2.71)

As for the HOMO energy: -15.720 eV. As for the frontier orbital gap: 5.65 eV. Its charge is +3. The energy above the lowest of the compared OMol25 structures with the same formula, charge and spin is 5.4 kcal per mole.

Atom-resolved charges from Löwdin, all expressed in e: Ti 0.73; O 0.19; C -0.43; O -0.11; C -0.05; O -0.09; C -0.03; C -0.49; O -0.10; O -0.08; H 0.15; H 0.17; H 0.17; H 0.16; H 0.16; C -0.25; As 1.09; C -0.24; C -0.30; C -0.66; C -0.03; C -0.29; As 1.18; C -0.23; C -0.21; C -0.40; As 1.14; C -0.31; C -0.31; H 0.06; H 0.02; H 0.02; H 0.06; H 0.03; H 0.03; H 0.10; H 0.10; H 0.10; H 0.08; H 0.10; H 0.08; H 0.10; H 0.06; H 0.04; H -0.03; H 0.06; H 0.05; H 0.05; H -0.03; H 0.08; H 0.00; H 0.04; H 0.03; H 0.03; H 0.03; H 0.04; S 0.74; C -0.99; N -0.02; C -0.15; C -0.34; S 1.02; H 0.16; H 0.14; H 0.14; H 0.09; H 0.10; N 0.04; C 0.00; C 0.02; C -0.12; N -0.14; H 0.09; H 0.15; H 0.13; H 0.09

3.
Computed, not measured: a cluster of 3 separate species, C17H42BF4N12O7P2S in total in a non-equilibrium geometry, with wB97M-V/def2-TZVPD.

Cartesian coordinates (Å):
N (0.35, 1.98, -5.30)
B (1.00, 3.23, -5.13)
O (0.28, 4.40, -4.97)
N (2.48, 3.35, -5.08)
C (3.41, 2.88, -5.90)
N (4.73, 3.14, -5.70)
C (5.34, 2.53, -6.68)
N (4.48, 1.90, -7.49)
S (4.99, 1.01, -8.89)
O (4.93, 1.87, -10.01)
O (4.30, -0.21, -9.04)
C (6.81, 0.61, -8.64)
F (7.07, -0.36, -9.47)
F (7.01, 0.15, -7.40)
F (7.54, 1.68, -8.86)
N (3.20, 2.13, -7.00)
C (2.05, 1.52, -7.72)
O (1.79, 0.39, -7.52)
N (1.44, 2.37, -8.62)
C (0.11, 1.97, -8.97)
O (-0.74, 1.61, -8.25)
F (-0.12, 2.10, -10.26)
H (0.10, 1.56, -4.40)
H (-0.56, 2.17, -5.72)
H (0.20, 4.58, -4.03)
H (2.85, 3.92, -4.33)
H (6.41, 2.56, -6.80)
H (1.41, 3.30, -8.21)
O (-0.10, 1.03, -1.86)
P (0.00, 0.10, -0.67)
N (-1.29, 0.76, 0.25)
C (-1.38, 1.09, 1.66)
C (-2.61, 0.64, -0.35)
N (1.60, 0.59, -0.21)
C (2.07, 0.97, 1.12)
C (2.35, 1.35, -1.20)
N (0.14, -1.41, 0.15)
C (-0.58, -2.50, -0.52)
C (0.24, -1.67, 1.57)
H (-1.84, 0.30, 2.27)
H (-2.01, 1.98, 1.79)
H (-0.43, 1.35, 2.11)
H (-3.03, -0.37, -0.22)
H (-2.57, 0.85, -1.42)
H (-3.31, 1.35, 0.09)
H (1.38, 1.62, 1.65)
H (3.01, 1.52, 1.06)
H (2.32, 0.10, 1.73)
H (2.07, 2.42, -1.20)
H (2.20, 0.96, -2.21)
H (3.42, 1.28, -1.01)
H (-1.65, -2.49, -0.27)
H (-0.17, -3.47, -0.22)
H (-0.48, -2.42, -1.60)
H (-0.72, -2.00, 1.98)
H (0.56, -0.82, 2.17)
H (0.97, -2.47, 1.74)
O (-2.68, -0.16, 5.17)
P (-2.74, -1.12, 6.34)
N (-1.80, -2.39, 5.63)
C (-2.01, -3.82, 5.58)
C (-0.42, -2.04, 5.34)
N (-4.46, -1.32, 6.33)
C (-5.21, -2.57, 6.35)
C (-5.21, -0.34, 5.54)
N (-2.62, -1.65, 7.99)
C (-1.55, -0.97, 8.73)
C (-2.86, -2.95, 8.56)
H (-1.46, -4.36, 6.37)
H (-1.65, -4.21, 4.62)
H (-3.05, -4.10, 5.64)
H (0.21, -2.07, 6.23)
H (-0.36, -1.03, 4.92)
H (0.01, -2.71, 4.59)
H (-4.80, -3.34, 5.69)
H (-6.23, -2.42, 6.01)
H (-5.32, -2.96, 7.36)
H (-5.21, -0.58, 4.47)
H (-4.80, 0.66, 5.67)
H (-6.24, -0.30, 5.89)
H (-0.57, -1.42, 8.54)
H (-1.74, -1.00, 9.80)
H (-1.50, 0.09, 8.45)
H (-1.92, -3.49, 8.76)
H (-3.48, -3.61, 7.95)
H (-3.38, -2.83, 9.51)

As for the HOMO energy: -9.047 eV. As for the frontier orbital gap: 5.19 eV. Its charge is +1. The energy above the lowest of the compared OMol25 structures with the same formula, charge and spin is 0.0 kcal per mole.

Atom-resolved charges from Löwdin, all expressed in e: N 0.22; B -0.65; O 0.15; N 0.27; C -0.28; N 0.21; C -0.07; N -0.06; S 0.79; O -0.20; O -0.19; C -0.68; F 0.22; F 0.16; F 0.19; N 0.15; C -0.45; O 0.23; N 0.22; C -0.49; O 0.23; F 0.19; H 0.09; H 0.09; H 0.12; H 0.17; H 0.15; H 0.17; O -0.31; P 0.74; N -0.32; C -0.12; C -0.13; N -0.29; C -0.12; C -0.17; N -0.33; C -0.13; C -0.13; H 0.08; H 0.09; H 0.05; H 0.07; H 0.07; H 0.08; H 0.06; H 0.08; H 0.07; H 0.08; H 0.06; H 0.08; H 0.08; H 0.08; H 0.08; H 0.09; H 0.05; H 0.10; O -0.30; P 0.74; N -0.31; C -0.14; C -0.14; N -0.29; C -0.12; C -0.15; N -0.33; C -0.14; C -0.13; H 0.08; H 0.08; H 0.05; H 0.07; H 0.06; H 0.07; H 0.06; H 0.08; H 0.07; H 0.08; H 0.07; H 0.08; H 0.07; H 0.08; H 0.08; H 0.09; H 0.05; H 0.10

4.
Computed, not measured: an isolated molecule of C4H8O2, with wB97M-V/def2-TZVPD.

Cartesian coordinates (Å):
C (-0.04, -1.80, -1.54)
O (-0.15, -0.48, -1.07)
C (0.30, -0.32, 0.25)
C (0.37, 1.16, 0.50)
C (-0.63, 1.89, 1.27)
O (0.65, 1.60, 1.83)
H (0.98, -2.20, -1.44)
H (-0.72, -2.49, -1.02)
H (-0.30, -1.80, -2.61)
H (1.30, -0.76, 0.37)
H (-0.37, -0.84, 0.97)
H (0.88, 1.74, -0.27)
H (-1.45, 1.35, 1.71)
H (-0.81, 2.94, 1.04)

The SMILES is COC[C@H]1CO1. As for the HOMO energy: -10.119 eV. As for the frontier orbital gap: 11.18 eV. Its charge is 0. The energy above the lowest of the compared OMol25 structures with the same formula, charge and spin is 59.1 kcal per mole.

Atom-resolved charges from natural (NBO), all expressed in e: C -0.25; O -0.54; C -0.08; C 0.04; C -0.11; O -0.49; H 0.17; H 0.17; H 0.20; H 0.17; H 0.17; H 0.19; H 0.18; H 0.18